# C17H38Cl6CuN3O4Pd

A structure of composition C17H38Cl6CuN3O4Pd (ωB97M-V/def2-TZVPD, the OMol25 dataset).

Properties
Spin multiplicity: 4
Expectation value of S²: 3.763
HOMO (alpha / beta): -16.802 / -16.774 eV
Net charge: +3
E_tot: -154128.4521 eV
F_max: 2.02 eV/Å
LUMO level (alpha / beta): -8.60 / -13.96 eV
Gap between HOMO and LUMO (alpha / beta): 8.207 / 2.811 eV

Element x y z (Å)
Cu  -0.29166  -3.42276  2.85333
Pd  -2.75794  -2.83265  -0.10542
C  0.92212  -0.58671  0.56946
C  0.27005  -1.87693  0.01984
O  -0.63941  -2.57441  0.81628
H  0.17658  0.06133  1.03194
H  1.32365  -0.03705  -0.28276
H  1.71842  -0.88557  1.24851
H  1.05963  -2.59370  -0.23735
H  -0.20814  -1.57822  -0.92309
Cl  6.91837  0.96115  -1.14674
C  6.19185  0.85254  0.42440
C  4.69935  0.49693  0.37279
Cl  4.32885  -0.93865  -0.56721
H  6.32487  1.82536  0.90555
H  6.68581  0.10131  1.05684
H  4.05217  1.29815  0.00949
H  4.40876  0.38194  1.42045
Cl  3.03126  1.66456  -2.52958
C  1.99311  0.47142  -3.34015
C  0.95945  1.15552  -4.25365
Cl  -0.29395  1.97118  -3.27415
H  1.34512  -0.03688  -2.62622
H  2.60981  -0.22258  -3.90267
H  0.55696  0.43916  -4.96629
H  1.43892  1.92679  -4.85445
Cl  -0.18315  4.96079  0.50558
C  0.78557  3.70930  1.31278
C  1.74845  3.05049  0.33797
Cl  3.03219  4.17387  -0.24127
H  0.13719  2.91395  1.68253
H  1.26697  4.17812  2.16690
H  1.23595  2.63519  -0.52568
H  2.22434  2.22224  0.86577
C  1.38999  -1.22996  4.84884
O  0.92011  -1.83410  3.87217
N  0.92882  -0.07510  5.31021
C  1.43322  0.45968  6.56425
C  -0.25394  0.56698  4.78534
H  2.18664  -1.64666  5.47401
H  0.86101  0.13201  7.43254
H  1.36773  1.54983  6.56672
H  2.49712  0.27579  6.70321
H  -0.76955  -0.00836  4.01932
H  -0.96601  0.74585  5.59092
H  -0.05549  1.52476  4.30112
C  -2.60937  -2.56382  -3.51335
O  -2.53170  -2.53159  -2.27703
N  -3.23379  -3.48200  -4.24102
C  -3.35325  -3.29290  -5.67273
C  -4.07843  -4.48703  -3.63539
H  -2.04726  -1.88911  -4.17048
H  -2.60501  -2.62683  -6.09636
H  -4.31545  -2.80824  -5.87668
H  -3.38532  -4.21686  -6.24581
H  -5.14288  -4.28084  -3.77341
H  -3.86188  -5.48460  -4.01181
H  -3.97938  -4.51247  -2.55186
C  -3.32166  0.36016  -0.73776
O  -3.51796  -0.81912  -0.40439
N  -2.86920  1.30815  0.06545
C  -3.01253  2.73080  -0.30967
C  -2.62138  1.06008  1.49312
H  -3.50394  0.79920  -1.72610
H  -3.86795  3.14221  0.22703
H  -3.09181  2.88059  -1.38064
H  -2.12796  3.22264  0.09809
H  -3.45096  1.47356  2.06164
H  -2.33815  0.02671  1.65549
H  -1.74390  1.66541  1.73131

Atoms 1-6, force components in eV/Å:
Cu 0.7 1.3 -0.4
Pd 1.4 1.3 -0.6
C -0.6 -0.8 0.0
C 0.7 0.4 -0.7
O -1.9 -0.4 0.6
H 0.1 -0.1 0.3

---

# C17H39BBrCl16NOP2

A cluster of 9 separate species, C17H39BBrCl16NOP2 in total (ωB97M-V/def2-TZVPD, the OMol25 dataset).

Properties
Spin multiplicity: 1
HOMO: -8.755 eV
SMILES: CB([PH2]=N)P(O)Br.ClCCCl.ClCCCl.ClCCCl.ClCCCl.ClCCCl.ClCCCl.ClCCCl.ClCCCl
E_tot: -311456.6403 eV
F_max: 1.03 eV/Å
LUMO level: -0.85 eV
Gap between HOMO and LUMO: 7.902 eV

Element x y z (Å)
C  -1.12125  -3.58355  -0.93974
B  -1.21548  -2.04266  -1.15552
P  -2.90731  -1.09911  -1.13897
N  -4.09779  -1.85186  -1.86448
P  0.27529  -0.95795  -1.68883
O  1.61482  -1.91877  -1.37397
Br  0.19133  0.08285  0.28483
H  -2.05745  -4.07937  -0.69582
H  -0.68345  -4.07232  -1.81459
H  -0.39312  -3.75841  -0.13833
H  -2.61156  0.17134  -1.68300
H  -3.14057  -0.71704  0.20865
H  -3.84824  -2.79123  -2.14124
H  1.87646  -2.40066  -2.16274
Cl  -0.84004  3.03696  4.26093
C  -0.06158  3.03850  2.65281
C  1.24443  3.79280  2.65918
Cl  1.01795  5.54391  2.90539
H  -0.77129  3.45699  1.94422
H  0.13691  1.99558  2.41087
H  1.73577  3.66996  1.69383
H  1.89622  3.43156  3.45034
Cl  5.54666  2.77145  -1.29547
C  4.06542  2.02764  -0.63363
C  2.84422  2.35483  -1.45595
Cl  2.39910  4.08232  -1.31728
H  3.95448  2.39698  0.38184
H  4.22334  0.95059  -0.61961
H  1.99527  1.78791  -1.08153
H  2.99289  2.13382  -2.51015
Cl  1.08751  1.20083  -4.64073
C  -0.09888  2.50696  -4.92426
C  -0.17965  3.44150  -3.73954
Cl  -0.88253  2.65202  -2.29921
H  -1.05569  2.03509  -5.13570
H  0.23890  3.06188  -5.79774
H  -0.82308  4.28606  -3.98026
H  0.80410  3.80557  -3.45306
Cl  7.21669  0.89192  2.14696
C  7.29934  2.24322  3.30789
C  5.97645  2.47030  3.99902
Cl  4.74416  3.08451  2.86231
H  7.61428  3.12606  2.75742
H  8.05484  1.98523  4.04816
H  6.08515  3.21865  4.78151
H  5.59135  1.54783  4.42597
Cl  5.59145  -4.50158  -2.06242
C  4.02179  -5.33083  -1.93027
C  3.30393  -5.39940  -3.25633
Cl  2.78947  -3.78093  -3.82202
H  3.43113  -4.79851  -1.18789
H  4.21725  -6.34250  -1.57844
H  2.40339  -6.00271  -3.16041
H  3.93964  -5.80919  -4.03651
Cl  -4.65013  -3.14011  1.37904
C  -6.29325  -2.61887  1.82720
C  -6.84980  -1.67227  0.78792
Cl  -5.98717  -0.11054  0.79308
H  -6.23700  -2.14217  2.80258
H  -6.90983  -3.51340  1.88988
H  -7.89493  -1.45964  1.00679
H  -6.75412  -2.08749  -0.21271
Cl  0.93723  -0.34010  5.92902
C  -0.62112  -0.26545  6.79238
C  -0.78749  1.03578  7.53937
Cl  0.33946  1.16819  8.91662
H  -0.66509  -1.11872  7.46433
H  -1.40374  -0.34948  6.04002
H  -1.79550  1.09456  7.94635
H  -0.60703  1.88578  6.88669
Cl  -3.82669  1.21396  -4.07927
C  -5.23701  0.24979  -4.60626
C  -4.86554  -1.18469  -4.88040
Cl  -3.80178  -1.34466  -6.31150
H  -5.65257  0.74153  -5.48224
H  -5.95349  0.27488  -3.78720
H  -5.76606  -1.75951  -5.08911
H  -4.34978  -1.60240  -4.01905

Atoms 1-6, force components in eV/Å:
C 0.1 0.3 0.1
B 0.0 -0.1 0.1
P -0.2 0.0 0.1
N 0.1 0.3 0.0
P 0.7 -0.5 -0.2
O -0.8 0.5 0.4

---

# C17H39Cl8N2O6P

A cluster of 7 separate species, C17H39Cl8N2O6P in total (ωB97M-V/def2-TZVPD, the OMol25 dataset).

Properties
Spin multiplicity: 1
Energy above the lowest of the compared OMol25 structures with the same formula, charge and spin: 31.25 kcal/mol
HOMO: -9.917 eV
SMILES: COP(=O)(OC)OC.CNC(C)=O.CNC(C)=O.ClCCCl.ClCCCl.ClCCCl.ClCCCl
E_tot: -142996.6070 eV
F_max: 4.02 eV/Å
LUMO level: 0.08 eV
Gap between HOMO and LUMO: 9.996 eV

Element x y z (Å)
C  -0.93872  -1.39950  -24.92744
C  -1.65690  -1.57293  -26.25470
O  -1.63007  -2.66260  -26.81441
N  -2.32043  -0.51267  -26.61611
C  -2.89739  -0.36751  -27.93215
H  0.10628  -1.08956  -24.93006
H  -0.98371  -2.29526  -24.30802
H  -1.32415  -0.59184  -24.30516
H  -2.24253  0.30455  -26.02774
H  -2.96433  0.69008  -28.18733
H  -3.94403  -0.63956  -27.79564
H  -2.56728  -0.74541  -28.89980
C  0.80519  -6.95101  -17.44320
C  0.27819  -6.39649  -18.84166
O  -0.73688  -6.82482  -19.31888
N  1.03425  -5.54967  -19.47495
C  0.78138  -5.16256  -20.81539
H  0.46358  -6.31704  -16.62498
H  1.87168  -7.15343  -17.54184
H  0.34053  -7.92348  -17.28042
H  1.81604  -5.07028  -19.05176
H  -0.25297  -5.21481  -21.15522
H  1.33875  -5.74805  -21.54657
H  0.87892  -4.08957  -20.98054
C  -3.16798  0.34945  -17.52118
O  -3.44595  -0.82956  -18.16617
P  -2.75506  -1.26652  -19.53602
O  -1.26404  -1.44089  -19.59209
O  -3.60169  -2.54716  -19.89383
C  -3.23474  -3.63739  -20.72476
O  -3.34241  -0.22088  -20.63764
C  -3.30482  -0.59332  -22.01088
H  -3.21767  0.19348  -16.44354
H  -3.89394  1.14110  -17.70655
H  -2.13201  0.64825  -17.68117
H  -4.03081  -4.09055  -21.31554
H  -2.96072  -4.47587  -20.08447
H  -2.32984  -3.40743  -21.28724
H  -2.98869  0.24885  -22.62643
H  -4.24595  -0.86913  -22.48659
H  -2.53843  -1.36468  -22.08660
Cl  3.29044  1.63207  -21.34184
C  2.00568  0.84574  -20.43498
C  0.69119  1.41691  -20.63077
Cl  0.63210  2.89982  -19.59875
H  2.34551  0.79029  -19.40079
H  1.86521  -0.21518  -20.64193
H  -0.06298  0.72558  -20.25474
H  0.51225  1.66413  -21.67718
Cl  -3.44923  -9.28172  -16.81470
C  -3.78878  -7.66140  -17.39367
C  -4.51520  -7.55321  -18.71386
Cl  -5.13032  -5.89798  -19.21749
H  -2.83222  -7.15441  -17.26697
H  -4.34943  -7.25423  -16.55225
H  -5.39405  -8.19797  -18.71409
H  -3.95445  -7.91337  -19.57638
Cl  -2.44844  -3.03831  -16.13383
C  -0.90618  -3.33385  -16.80370
C  0.05720  -2.25769  -16.58898
Cl  0.47011  -1.84878  -14.91416
H  -0.95849  -3.51352  -17.87751
H  -0.59333  -4.24043  -16.28569
H  -0.31147  -1.32445  -17.01472
H  0.90141  -2.42145  -17.25874
Cl  -8.52036  3.00041  -19.69433
C  -7.23183  1.79641  -19.73062
C  -6.48730  1.63732  -20.97806
Cl  -5.52566  3.01335  -21.57282
H  -7.68349  0.82304  -19.53920
H  -6.59881  1.85560  -18.84525
H  -7.07427  1.16145  -21.76363
H  -5.67517  0.93183  -20.80249

Atoms 1-6, force components in eV/Å:
C 0.3 0.4 1.3
C 1.8 -2.8 1.9
O -0.2 0.8 -0.4
N 0.0 1.7 -1.7
C -2.4 1.6 -0.2
H 0.2 -0.4 -0.9

---

> Among the records above, which one has the highest spin multiplicity?

C17H38Cl6CuN3O4Pd

---

> The highest E_tot belongs to which entry?

C17H39Cl8N2O6P

---

> The lowest E_tot belongs to which entry?

C17H39BBrCl16NOP2

---

> Which of these has the highest spin multiplicity?

C17H38Cl6CuN3O4Pd